(1)
Entry from the OMol25 dataset: a molecular structure, C4H15HgN2O in a non-equilibrium geometry (ωB97M-V/def2-TZVPD).

Properties
ΔE to the lowest compared entry with this formula, charge and spin: 1.345 eV
HOMO energy (alpha / beta): -2.7 / 1.0 eV
frontier orbital gap (alpha / beta): 5.7 / 2.1 eV
E_LUMO (alpha / beta): 0.1119 / 0.1112 Eh

```
! wB97M-V def2-TZVPD RIJCOSX def2/J DEFGRID3
* xyz -1 1
C -1.2440 -1.1362 -3.5494
Hg 1.0097 1.2724 0.2090
N 2.0487 1.6856 2.6582
H -1.6692 -1.3562 -4.5811
H 1.4012 2.3239 3.1264
H -2.2718 -1.0482 -3.2400
H -0.5753 -0.3468 -3.9540
H -1.2396 -0.5270 -2.5649
H -0.7473 -2.0727 -3.2965
H 1.8475 0.7459 3.0176
H 2.9884 1.9486 2.9436
C -2.0870 -0.0321 4.8036
N -1.6294 -1.2549 4.1690
C -2.3287 -2.4971 4.4781
C -0.7351 -1.1846 3.1623
O -0.1886 -0.1337 2.8025
H -2.5746 -0.3110 5.7374
H -2.8069 0.5049 4.1732
H -1.2401 0.6289 5.0013
H -3.2771 -2.5839 3.9240
H -1.6895 -3.3472 4.2088
H -2.5546 -2.5243 5.5500
H -0.5167 -2.1693 2.6984
*
```



(2)
Entry from the OMol25 dataset: 2 unconnected molecules or ions with the total composition C4H15N2 (ωB97M-V/def2-TZVPD).

Properties
ΔE to the lowest compared entry with this formula, charge and spin: 0.000 eV
HOMO energy: -14.4 eV
frontier orbital gap: 11.4 eV
E_LUMO: -0.1106 Eh

```
! wB97M-V def2-TZVPD RIJCOSX def2/J DEFGRID3
* xyz 1 1
C -0.6156 -0.1107 2.2012
C 0.6465 -0.7944 1.7179
N 0.3493 -1.7033 0.5607
H -0.3788 0.4969 3.0720
H -1.0520 0.5425 1.4466
H -1.3571 -0.8410 2.5233
H 1.3677 -0.0734 1.3443
H 1.1152 -1.3904 2.4946
H -0.4621 -2.2898 0.7571
H 1.1287 -2.3285 0.3630
H 0.1374 -1.1600 -0.3665
C 0.2649 1.8837 -1.0486
C -0.6389 0.9164 -1.7803
N -0.0109 -0.4257 -1.8659
H 1.2480 1.9120 -1.5234
H -0.1487 2.8928 -1.0982
H 0.3911 1.6345 0.0074
H -1.5881 0.8078 -1.2597
H -0.8551 1.3081 -2.7719
H -0.4843 -0.9754 -2.5760
H 0.9428 -0.3020 -2.1977
*
```



(3)
Entry from the OMol25 dataset: 2 unconnected molecules or ions with the total composition C4H15N2 (ωB97M-V/def2-TZVPD).

Properties
ΔE to the lowest compared entry with this formula, charge and spin: 1.041 eV
HOMO energy: -12.6 eV
frontier orbital gap: 8.8 eV
E_LUMO: -0.1386 Eh

```
! wB97M-V def2-TZVPD RIJCOSX def2/J DEFGRID3
* xyz 1 1
C 0.2831 -0.0047 1.7385
C -0.4737 0.8767 0.7707
C -0.1451 2.3509 1.0252
N 0.0827 -1.4767 1.4075
H 1.3545 0.1616 1.6989
H -0.0616 0.1032 2.7682
H -1.5397 0.6650 0.8266
H -0.1204 0.6362 -0.2350
H -0.3411 2.6436 2.0528
H 0.9033 2.5316 0.8038
H -0.7471 2.9890 0.3761
H -0.9101 -1.7139 1.3985
H 0.4525 -1.7054 0.4769
H 0.5535 -2.0742 2.0882
C -0.2953 -1.2705 -2.4476
N 0.7745 -0.3350 -2.7383
H -0.6525 -1.2698 -1.3955
H 0.0388 -2.2843 -2.6714
H -1.1642 -1.0556 -3.0577
H 0.4625 0.6271 -2.7961
H 1.5454 -0.3947 -2.0903
*
```



(4)
Entry from the OMol25 dataset: 2 unconnected molecules or ions with the total composition C4H15N2O in a non-equilibrium geometry (ωB97M-V/def2-TZVPD).

Properties
ΔE to the lowest compared entry with this formula, charge and spin: 1.912 eV
HOMO energy (alpha / beta): -3.2 / -9.4 eV
frontier orbital gap (alpha / beta): 4.0 / 10.0 eV
expectation value of S²: 0.7506
E_LUMO (alpha / beta): 0.0322 / 0.0201 Eh

```
! wB97M-V def2-TZVPD RIJCOSX def2/J DEFGRID3
* xyz 0 2
C 0.5338 1.0907 0.2690
C 0.8452 -0.2240 -0.4673
C -0.0929 -1.3656 0.0021
C 0.7025 -2.3828 0.8041
N 1.7736 -3.0601 0.0570
N -0.2442 2.0902 -0.5656
H -0.0779 0.9060 1.1402
H 1.4687 1.5605 0.5595
H 1.8534 -0.4908 -0.2809
H 0.8107 -0.0577 -1.5414
H -0.9169 -0.9165 0.5231
H -0.4250 -1.9042 -0.8902
H 0.2713 -3.2327 1.3286
H 1.1507 -1.8510 1.6568
H 1.3569 -3.5244 -0.7354
H 2.5784 -2.5000 -0.1612
H -1.1385 2.2884 -0.0912
H -0.5782 1.8347 -1.5294
H 0.2978 2.9834 -0.5692
H -3.3485 3.0199 -0.6822
H -3.3295 2.6521 0.8700
O -2.8006 2.9134 0.1070
*
```